[1]
Here is a molecular structure, C5H6O2 at a distorted geometry from OMol25. Energies are from the ωB97M-V functional and the def2-TZVPD basis.

Values from the calculation:
2S+1	1
HOMO level	-9.49	eV
E_LUMO	0.7	eV
energy	-344.49503	Eh
HOMO-LUMO gap	10.2	eV
total charge	0
ΔE to the lowest compared entry with this formula, charge and spin	2.9083	eV

XYZ file:
```
13
Properties=species:S:1:pos:R:3:lowdin_charge:R:1
O -3.10229 -0.14485 -0.21765 0.09
C -1.90478 -0.17917 -0.27909 -0.41
C -0.84563 0.84220 0.16081 -0.02
C 0.07529 -0.20587 -0.41057 -0.38
C 1.94110 0.06375 0.47797 -0.06
O 1.34856 -0.18948 -0.75826 -0.05
C -0.87732 -1.08797 -0.77381 0.11
H -0.85032 1.08843 1.22194 0.12
H -0.84427 1.74999 -0.43652 0.12
H 1.97206 1.13721 0.69748 0.10
H 2.84287 -0.53175 0.42385 0.10
H -0.85269 -2.04191 -1.27030 0.12
H 1.09741 -0.50059 1.16414 0.16
```

[2]
Here is a single C5H6O2 molecule from OMol25. Energies are from the ωB97M-V functional and the def2-TZVPD basis.

Values from the calculation:
2S+1	1
HOMO level	-10.06	eV
E_LUMO	0.8	eV
energy	-344.51416	Eh
SMILES	C#C[C@H](C=O)CO
HOMO-LUMO gap	10.8	eV
total charge	0
ΔE to the lowest compared entry with this formula, charge and spin	2.3878	eV

XYZ file:
```
13
Properties=species:S:1:pos:R:3:lowdin_charge:R:1
O 1.48655 1.75861 -0.18988 -0.05
C 0.24772 1.26775 0.24595 -0.23
C -0.17078 -0.01053 -0.50875 -0.27
C 0.93442 -1.06029 -0.52639 -0.19
O 1.97749 -0.95557 0.07545 0.07
C -1.34102 -0.63806 0.11488 -0.11
C -2.24296 -1.17145 0.70835 0.14
H 2.14226 1.10696 0.10073 0.07
H 0.23785 1.06013 1.32509 0.13
H -0.49493 2.04613 0.05017 0.13
H -0.39581 0.23493 -1.55685 0.16
H 0.71518 -1.96242 -1.13065 0.14
H -3.04447 -1.63866 1.23781 0.03
```

[3]
Here is a single C5H6O2 molecule from OMol25. Energies are from the ωB97M-V functional and the def2-TZVPD basis.

Values from the calculation:
2S+1	1
HOMO level	-10.88	eV
E_LUMO	-0.9	eV
energy	-344.46372	Eh
HOMO-LUMO gap	10.0	eV
total charge	0
ΔE to the lowest compared entry with this formula, charge and spin	3.7604	eV

XYZ file:
```
13
Properties=species:S:1:pos:R:3:lowdin_charge:R:1
C -2.05420 -0.35753 -0.11004 -0.05
C -0.64711 0.18317 0.03855 -0.27
O 0.25760 -0.90216 -0.15729 0.02
C 1.58326 -0.71105 -0.10510 -0.51
O 2.34725 -1.62415 -0.26196 0.13
C 2.06462 0.68418 0.15571 -0.15
C 1.46621 1.82798 0.35229 0.22
H -2.24398 -1.13573 0.63354 0.08
H -2.77928 0.44948 0.03290 0.08
H -2.19513 -0.78641 -1.10529 0.08
H -0.49908 0.60900 1.03983 0.12
H 3.15230 0.79934 0.19665 0.12
H -0.45248 0.96389 -0.70979 0.12
```

[4]
Here is a single C5H6O2S molecule at a distorted geometry from OMol25. Energies are from the ωB97M-V functional and the def2-TZVPD basis.

Values from the calculation:
2S+1	1
HOMO level	-8.95	eV
E_LUMO	0.0	eV
energy	-742.64846	Eh
SMILES	S=C1COCC=CO1
HOMO-LUMO gap	9.0	eV
total charge	0
ΔE to the lowest compared entry with this formula, charge and spin	3.7123	eV

XYZ file:
```
14
Properties=species:S:1:pos:R:3:lowdin_charge:R:1
C -1.24547 -0.82128 -1.00601 -0.76
C -0.14917 0.28037 -1.44690 -0.24
C 1.32855 0.86589 0.41559 -0.13
C 0.57424 -0.10138 1.37741 -0.06
C -0.48876 -0.82893 1.45021 -0.08
H -0.70868 1.31402 -1.31309 0.15
H -0.02461 0.05782 -2.67307 0.17
H 1.07574 2.00666 0.53443 0.15
H 2.50407 0.65068 0.49111 0.16
H 0.81935 -0.13338 2.39375 0.08
H -0.96901 -1.18220 2.29389 0.10
O 1.10770 0.30832 -0.89165 -0.19
O -1.45108 -1.14897 0.39272 -0.13
S -2.37287 -1.26763 -2.01838 0.78
```

[5]
Here is a single C5H6O2S molecule at a distorted geometry from OMol25. Energies are from the ωB97M-V functional and the def2-TZVPD basis.

Values from the calculation:
2S+1	1
HOMO level	-10.03	eV
E_LUMO	0.7	eV
energy	-742.72002	Eh
SMILES	C=C[C@@H]1O[C@H]1C(=O)S
HOMO-LUMO gap	10.8	eV
total charge	0
ΔE to the lowest compared entry with this formula, charge and spin	1.7651	eV

XYZ file:
```
14
Properties=species:S:1:pos:R:3:lowdin_charge:R:1
C 1.15887 0.01756 -1.99142 -0.76
C 0.53697 -0.37014 -0.66695 -0.20
C -0.18091 0.53967 0.19424 -0.30
C -0.13963 0.38744 1.68132 -0.13
C -0.77721 -0.57380 2.33002 0.02
H -1.10917 0.40063 -2.60096 -0.10
H 1.02095 -1.22981 -0.23463 0.16
H -0.33858 1.59420 -0.08028 0.16
H 0.50669 1.10167 2.23258 0.12
H -1.40010 -1.29007 1.73505 0.08
H -0.71588 -0.66285 3.43182 0.07
O 2.27691 -0.22144 -2.24703 0.06
O -0.90699 -0.38567 -0.57400 -0.04
S 0.06807 0.69259 -3.20977 0.87
```

[6]
Here is a single C5H6O2S molecule at a distorted geometry from OMol25. Energies are from the ωB97M-V functional and the def2-TZVPD basis.

Values from the calculation:
2S+1	1
HOMO level	-8.65	eV
E_LUMO	0.3	eV
energy	-742.64023	Eh
HOMO-LUMO gap	9.0	eV
total charge	0
ΔE to the lowest compared entry with this formula, charge and spin	3.9363	eV

XYZ file:
```
14
Properties=species:S:1:pos:R:3:lowdin_charge:R:1
C -0.10632 -1.76594 0.49671 -0.15
C -0.50634 -1.29224 1.65808 -0.25
C -0.12486 1.05964 0.49601 -0.18
C 0.02777 0.26152 -0.79771 -0.26
C 0.36382 0.92811 -2.09787 -0.01
O 0.29172 0.73498 3.11669 -0.56
O 0.00391 -1.11313 -0.72215 -0.03
S -0.75760 0.40330 2.05833 0.88
H -0.17339 -2.78870 0.11098 0.14
H -0.47678 -1.93314 2.57608 0.11
H 0.24139 2.12269 0.24539 0.10
H 1.31465 1.20753 -2.04910 0.04
H -0.28096 1.83185 -2.19577 0.11
H 0.18300 0.34351 -2.89567 0.05
```

[7]
Here is a single C5H6O3 molecule at a distorted geometry from OMol25. Energies are from the ωB97M-V functional and the def2-TZVPD basis.

Values from the calculation:
2S+1	1
HOMO level	-9.89	eV
E_LUMO	0.6	eV
energy	-419.67345	Eh
SMILES	O=C1[C@@H]2COC[C@H]1O2
HOMO-LUMO gap	10.5	eV
total charge	0
ΔE to the lowest compared entry with this formula, charge and spin	4.5157	eV

XYZ file:
```
14
Properties=species:S:1:pos:R:3:lowdin_charge:R:1
C 0.83493 1.14156 -0.17057 -0.31
C -0.26879 0.58521 -1.01373 -0.13
C -0.47073 -0.95698 -1.20862 -0.12
C 0.14435 -0.81694 1.24844 -0.11
C 0.15342 0.64207 1.00414 -0.25
H -0.60633 1.41316 -1.90908 0.22
H -1.48059 -0.87330 -1.76355 0.16
H 0.39772 -1.29096 -1.84687 0.14
H -0.54611 -1.24950 1.94378 0.14
H 1.06018 -1.03083 1.64529 0.10
H 0.14059 1.43717 1.80749 0.19
O 1.95397 1.66488 -0.07542 0.10
O -0.29944 -1.48008 0.07891 -0.09
O -1.01316 0.81452 0.25981 -0.05
```

[8]
Here is a single C5H6O3 molecule at a distorted geometry from OMol25. Energies are from the ωB97M-V functional and the def2-TZVPD basis.

Values from the calculation:
2S+1	1
HOMO level	-8.78	eV
E_LUMO	0.6	eV
energy	-419.82260	Eh
SMILES	CC(=C=O)CC(=O)O
HOMO-LUMO gap	9.4	eV
total charge	0
ΔE to the lowest compared entry with this formula, charge and spin	0.4573	eV

XYZ file:
```
14
Properties=species:S:1:pos:R:3:lowdin_charge:R:1
C 0.00506 0.58083 -0.91601 -0.04
C -0.34056 -1.59158 0.54956 -0.03
C 1.04007 1.18764 0.03328 -0.54
C -0.82150 -0.25227 0.07744 -0.28
O 2.26767 0.69046 -0.19473 0.10
C -2.05702 0.15412 0.07831 -0.15
O 0.82474 2.04744 0.84409 0.11
O -3.17671 0.46608 0.19164 0.18
H 2.91901 1.13874 0.36796 0.13
H 0.50318 -0.06416 -1.63987 0.12
H -0.52048 1.41087 -1.38655 0.13
H 0.50982 -1.45749 1.21784 0.08
H -0.00756 -2.20241 -0.28950 0.09
H -1.14572 -2.10826 1.06655 0.09
```

[9]
Here is a molecular structure, C5H6O3Rh at a distorted geometry from OMol25. Energies are from the ωB97M-V functional and the def2-TZVPD basis.

Values from the calculation:
2S+1	6
HOMO level (alpha / beta)	-17.02 / -18.88	eV
E_LUMO (alpha / beta)	-10.1 / -12.9	eV
energy	-529.37109	Eh
HOMO-LUMO gap (alpha / beta)	6.9 / 5.9	eV
total charge	+2
ΔE to the lowest compared entry with this formula, charge and spin	2.2211	eV

XYZ file:
```
15
Properties=species:S:1:pos:R:3:mulliken_spin:R:1
O -0.08384 3.17958 -0.13522 0.38
C -0.32702 2.10116 0.47862 -0.03
O -0.05636 1.77789 1.61849 0.09
O -0.67560 1.11703 -0.44871 0.02
C -1.34667 -0.02221 0.03306 0.07
Rh 0.60575 2.75279 -1.88783 2.56
H -2.08525 0.24819 0.79622 0.00
H -1.83879 -0.46326 -0.83952 -0.01
C -0.37432 -1.02742 0.66146 0.05
C 0.73379 -1.41545 -0.10534 1.06
C 1.74971 -1.81019 -0.76309 0.40
H -0.86007 -1.88688 1.14855 0.07
H 0.18390 -0.51807 1.49707 0.11
H 2.76407 -1.56025 -0.42567 0.11
H 1.61067 -2.47291 -1.62809 0.11
```

[10]
Here is a molecular structure, C5H6O4Rh at a distorted geometry from OMol25. Energies are from the ωB97M-V functional and the def2-TZVPD basis.

Values from the calculation:
2S+1	6
HOMO level (alpha / beta)	-16.05 / -18.56	eV
E_LUMO (alpha / beta)	-9.3 / -13.1	eV
energy	-604.66195	Eh
HOMO-LUMO gap (alpha / beta)	6.7 / 5.5	eV
total charge	+2
ΔE to the lowest compared entry with this formula, charge and spin	0.0000	eV

XYZ file:
```
16
Properties=species:S:1:pos:R:3:mulliken_spin:R:1
O 2.02345 0.25908 0.14922 0.40
C 2.43285 1.22652 -0.58642 0.33
C 1.89017 2.53630 -0.48928 0.25
O 0.92789 2.80166 0.30192 0.39
Rh 0.43839 1.29872 1.42707 2.51
H 3.34886 1.07464 -1.16847 0.03
H 2.44222 3.35780 -0.96496 0.02
C -2.91548 -1.44130 -0.98089 0.37
C -2.01690 -1.41683 -0.00601 0.31
O -0.83039 -0.71830 -0.20794 0.19
C 0.10434 -0.65503 0.73339 0.09
O 0.25628 -1.80591 1.36077 0.03
H -2.74257 -0.94241 -1.93515 0.02
H -2.18145 -1.82370 0.99041 0.01
H -3.79913 -2.06872 -0.86827 0.02
H 0.62146 -1.68251 2.24462 0.01
```

[11]
Here is a molecular structure, C5H6O4Sm at a distorted geometry from OMol25. Energies are from the ωB97M-V functional and the def2-TZVPD basis.

Values from the calculation:
2S+1	7
HOMO level (alpha / beta)	-16.60 / -16.84	eV
E_LUMO (alpha / beta)	-8.0 / -7.9	eV
energy	-1152.25978	Eh
HOMO-LUMO gap (alpha / beta)	8.6 / 8.9	eV
total charge	+2
ΔE to the lowest compared entry with this formula, charge and spin	5.0222	eV

XYZ file:
```
16
Properties=species:S:1:pos:R:3:mulliken_spin:R:1
O 2.86132 1.11265 -0.81852 0.00
C 2.18604 0.39939 -0.02509 -0.01
O 2.73055 -0.09884 1.00094 0.00
O 0.91022 0.18626 -0.28065 0.00
C 0.07453 -0.26005 0.78092 0.00
C -1.36934 -0.38742 0.30737 0.00
Sm 5.20079 0.85216 0.42560 6.02
H 0.15420 0.42008 1.63746 0.00
H 0.39229 -1.25862 1.10549 0.00
H -1.86428 -1.02306 1.05954 0.00
H -1.66881 -1.60518 -1.49382 0.00
C -1.87840 1.15537 -0.14481 0.00
C -1.74474 -0.56184 -1.15950 0.00
O -2.23110 2.21294 -0.10050 0.00
H -2.69902 -1.00460 -0.39273 0.00
H -1.05424 -0.13924 -1.90170 0.00
```

[12]
Here is a molecular structure, C5H6O4Sn at a distorted geometry from OMol25. Energies are from the ωB97M-V functional and the def2-TZVPD basis.

Values from the calculation:
2S+1	1
HOMO level	-7.78	eV
E_LUMO	0.4	eV
energy	-709.17948	Eh
HOMO-LUMO gap	8.2	eV
total charge	0

XYZ file:
```
16
Properties=species:S:1:pos:R:3:lowdin_charge:R:1
O -1.67719 1.93866 -0.96579 -0.28
C -3.20887 1.06321 -0.91403 0.04
O -2.73885 -0.05553 -0.80144 -0.30
O 0.06398 -2.22577 -0.74457 -0.41
C 1.03187 -1.96280 0.21833 -0.33
C 1.63606 -0.56975 0.04222 -0.14
O 0.54984 0.33241 -0.18906 -0.34
C -0.00931 1.26128 0.63646 -0.15
C -0.90165 2.11833 0.13253 -0.22
Sn -0.87026 -0.66740 -1.21700 1.35
H 1.87210 -2.68180 0.16860 0.13
H 0.61823 -2.03817 1.24540 0.12
H 2.21261 -0.52796 -0.89267 0.14
H 2.23097 -0.23576 0.90273 0.14
H 0.30494 1.22307 1.67883 0.13
H -1.11446 3.02796 0.69946 0.12
```

[13]
Here is a molecular structure, C5H6O4Tb at a distorted geometry from OMol25. Energies are from the ωB97M-V functional and the def2-TZVPD basis.

Values from the calculation:
2S+1	7
HOMO level (alpha / beta)	-23.08 / -23.02	eV
E_LUMO (alpha / beta)	-17.4 / -12.9	eV
energy	-1318.26902	Eh
HOMO-LUMO gap (alpha / beta)	5.7 / 10.1	eV
total charge	+3
ΔE to the lowest compared entry with this formula, charge and spin	0.0000	eV

XYZ file:
```
16
Properties=species:S:1:pos:R:3:mulliken_spin:R:1
O -1.73030 0.19318 0.41948 -0.16
C -0.47976 0.13216 0.56744 -0.18
O 0.01912 -0.09400 1.70596 -0.51
O 0.28632 0.31979 -0.49264 0.03
C 1.69035 0.17265 -0.33089 0.01
C 2.35788 0.43345 -1.68872 0.00
Tb -2.25052 -0.26315 2.79687 6.82
H 1.93097 -0.82834 0.04449 0.00
H 2.08124 0.92723 0.36225 0.00
H 3.43891 0.22811 -1.58117 0.00
H 2.42641 2.56997 -1.63551 0.00
C 1.87214 -0.54152 -2.68585 0.00
C 2.08643 1.80051 -2.33860 0.00
O 1.54441 -1.31432 -3.41984 0.00
H 2.86632 1.82090 -3.14427 0.00
H 1.01802 1.97571 -2.50189 0.00
```

[14]
Here is a molecular structure, C5H6OS from OMol25. Energies are from the ωB97M-V functional and the def2-TZVPD basis.

Values from the calculation:
2S+1	1
HOMO level	-8.61	eV
E_LUMO	-0.1	eV
energy	-667.47639	Eh
HOMO-LUMO gap	8.5	eV
total charge	0
ΔE to the lowest compared entry with this formula, charge and spin	1.6802	eV

XYZ file:
```
13
Properties=species:S:1:pos:R:3:lowdin_charge:R:1
C 1.10030 0.31457 -0.60867 -0.74
C -0.05903 -0.48397 -1.18549 -0.13
C -1.05732 -0.18354 -0.06236 -0.28
C -0.24680 -0.37115 1.22548 -0.03
C 0.41717 0.89478 0.62454 -0.27
H 0.17848 -1.55213 -1.30005 0.13
H -0.41192 -0.08825 -2.13568 0.12
H -2.07586 -0.50966 -0.16498 0.14
H 0.32854 -1.29020 1.34406 0.12
H -0.81879 -0.14951 2.11055 0.11
H 0.92053 1.65789 1.18324 0.14
O -0.89077 1.25385 0.07820 -0.05
S 2.61547 0.50731 -1.10884 0.74
```

[15]
Here is a single C5H6OS2 molecule at a distorted geometry from OMol25. Energies are from the ωB97M-V functional and the def2-TZVPD basis.

Values from the calculation:
2S+1	1
HOMO level	-9.13	eV
E_LUMO	0.7	eV
energy	-1065.60791	Eh
HOMO-LUMO gap	9.8	eV
total charge	0
ΔE to the lowest compared entry with this formula, charge and spin	3.2877	eV

XYZ file:
```
14
Properties=species:S:1:pos:R:3:lowdin_charge:R:1
C -1.01000 1.51423 0.10607 -0.47
C -0.94656 0.43641 -0.88506 -0.56
C 0.14882 0.85608 0.83824 -0.29
C 0.23496 -0.21699 -0.21824 -0.63
C 0.48364 -1.67105 0.08231 -0.04
O 2.79139 0.19922 0.22522 -0.52
S -2.46547 0.34636 0.09395 0.85
S 1.65618 0.89505 -0.34224 1.03
H -1.46464 2.54460 0.11309 0.12
H -1.11118 0.60232 -1.99738 0.14
H 0.12587 0.64269 1.83891 0.10
H 1.32986 -1.86377 0.79966 0.10
H 0.68965 -2.20609 -0.93196 0.12
H -0.46252 -2.07907 0.27745 0.05
```

[16]
Here is a gas-phase ion, C5H6PS (charge -1) at a distorted geometry from OMol25. Energies are from the ωB97M-V functional and the def2-TZVPD basis.

Values from the calculation:
2S+1	1
HOMO level (alpha / beta)	-2.87 / -2.87	eV
E_LUMO (alpha / beta)	3.8 / 3.8	eV
energy	-933.58906	Eh
HOMO-LUMO gap (alpha / beta)	6.7 / 6.7	eV
total charge	-1
ΔE to the lowest compared entry with this formula, charge and spin	2.2445	eV

XYZ file:
```
13
Properties=species:S:1:pos:R:3:lowdin_charge:R:1
C -0.16983 -0.89067 -0.03584 -0.28
C -1.40918 -1.04244 -0.46264 -0.53
C -0.17840 1.47955 -0.53077 -0.01
C 0.48999 0.37435 -0.04903 -0.45
C 2.02536 0.26589 0.36220 -0.11
P -2.57161 0.34022 -0.80991 0.29
S -3.81939 -0.07698 0.68642 -0.18
H 0.39263 -1.78169 0.47237 0.11
H -1.98984 -1.99926 -0.21732 0.04
H 0.10094 2.39305 -0.86963 -0.06
H 2.80048 0.16395 -0.45895 0.07
H 2.10165 -0.50613 1.16899 0.06
H 2.22721 1.28018 0.74412 0.04
```